No. 1
13 unconnected molecules or ions with the total composition C52H91N13, computed with ωB97M-V with the def2-TZVPD basis set.

Bonds (Å) are listed after each position.
Geometry (Å):
1 C -19.91449 28.14751 -8.38906  C2 1.539, H6 1.088, H7 1.093, H8 1.093
2 C -20.05306 26.62835 -8.59470  C1 1.539, C3 1.557, H9 1.092, H10 1.087
3 C -19.83908 26.15955 -10.06370  C2 1.557, C4 1.456, H11 1.089, H12 1.092
4 C -18.48742 26.36678 -10.56469  C3 1.456, N5 1.146
5 N -17.40474 26.42663 -10.93651  C4 1.146
6 H -20.21046 28.79386 -9.21303  C1 1.088
7 H -18.89153 28.36773 -8.07183  C1 1.093
8 H -20.53372 28.46195 -7.54508  C1 1.093
9 H -21.09214 26.39313 -8.35336  C2 1.092
10 H -19.41418 26.02738 -7.95320  C2 1.087
11 H -20.60754 26.63030 -10.67585  C3 1.089
12 H -20.07972 25.09414 -10.06524  C3 1.092
13 C -18.15847 31.61561 -9.02905  C14 1.541, H18 1.095, H19 1.084, H20 1.088
14 C -17.99056 33.14364 -8.92138  C13 1.541, C15 1.515, H21 1.088, H22 1.096
15 C -17.68026 33.63641 -7.52323  C14 1.515, C16 1.464, H23 1.089, H24 1.085
16 C -18.80138 33.31024 -6.64042  C15 1.464, N17 1.147
17 N -19.66083 33.00029 -5.94699  C16 1.147
18 H -18.14020 31.11765 -8.05382  C13 1.095
19 H -17.34409 31.09368 -9.51938  C13 1.084
20 H -19.06664 31.39105 -9.58468  C13 1.088
21 H -18.82003 33.64231 -9.41735  C14 1.088
22 H -17.14650 33.34949 -9.58913  C14 1.096
23 H -17.61196 34.72256 -7.55881  C15 1.089
24 H -16.78464 33.12911 -7.17986  C15 1.085
25 C -18.49288 24.76624 -14.83318  C26 1.552, H30 1.087, H31 1.094, H32 1.089
26 C -17.95221 26.05008 -15.51634  C25 1.552, C27 1.523, H33 1.086, H34 1.090
27 C -16.64969 26.50825 -14.87323  C26 1.523, C28 1.469, H35 1.092, H36 1.094
28 C -15.58804 25.49867 -14.98005  C27 1.469, N29 1.135
29 N -14.72440 24.77012 -15.09193  C28 1.135
30 H -18.27553 23.85263 -15.38054  C25 1.087
31 H -19.58227 24.85475 -14.86764  C25 1.094
32 H -18.18072 24.69571 -13.79229  C25 1.089
33 H -18.73182 26.80414 -15.47111  C26 1.086
34 H -17.68873 25.80369 -16.54497  C26 1.090
35 H -16.69268 26.83621 -13.83233  C27 1.092
36 H -16.19233 27.35630 -15.39053  C27 1.094
37 C -12.77568 33.33333 -5.51401  C38 1.506, H42 1.097, H43 1.086, H44 1.099
38 C -13.24355 32.01617 -4.95334  C37 1.506, C39 1.526, H45 1.094, H46 1.091
39 C -12.77846 30.79826 -5.74599  C38 1.526, C40 1.468, H47 1.089, H48 1.095
40 C -13.05716 30.93551 -7.18094  C39 1.468, N41 1.145
41 N -13.21497 31.01443 -8.31220  C40 1.145
42 H -12.97086 34.14299 -4.79946  C37 1.097
43 H -13.17285 33.62653 -6.48184  C37 1.086
44 H -11.67992 33.40999 -5.48535  C37 1.099
45 H -14.33131 31.94045 -4.85896  C38 1.094
46 H -12.89262 31.95819 -3.92179  C38 1.091
47 H -13.24577 29.86205 -5.44422  C39 1.089
48 H -11.68963 30.69136 -5.70113  C39 1.095
49 C -9.45846 25.72279 -13.76636  C50 1.534, H54 1.095, H55 1.090, H56 1.086
50 C -10.67095 26.54978 -13.31856  C49 1.534, C51 1.506, H57 1.092, H58 1.089
51 C -11.53191 26.89764 -14.50458  C50 1.506, C52 1.466, H59 1.104, H60 1.087
52 C -10.86135 27.84551 -15.39968  C51 1.466, N53 1.151
53 N -10.34106 28.57476 -16.12161  C52 1.151
54 H -8.64987 25.81955 -13.03489  C49 1.095
55 H -9.03342 26.13441 -14.68139  C49 1.090
56 H -9.72476 24.67151 -13.83124  C49 1.086
57 H -10.36253 27.47108 -12.81907  C50 1.092
58 H -11.21494 25.98621 -12.56135  C50 1.089
59 H -12.35959 27.55454 -14.18431  C51 1.104
60 H -12.00610 26.07225 -15.02876  C51 1.087
61 C -16.20788 33.24654 -13.62026  C62 1.528, H66 1.090, H67 1.088, H68 1.093
62 C -14.71083 33.14298 -13.90735  C61 1.528, C63 1.530, H69 1.091, H70 1.092
63 C -14.50695 32.18759 -15.08520  C62 1.530, C64 1.454, H71 1.089, H72 1.091
64 C -13.12597 31.83920 -15.37888  C63 1.454, N65 1.151
65 N -12.03402 31.60216 -15.65489  C64 1.151
66 H -16.50350 34.25633 -13.33379  C61 1.090
67 H -16.54732 32.56154 -12.84563  C61 1.088
68 H -16.76209 33.02690 -14.53682  C61 1.093
69 H -14.20981 32.85238 -12.98272  C62 1.091
70 H -14.28838 34.11416 -14.17283  C62 1.092
71 H -14.87809 32.67417 -15.98647  C63 1.089
72 H -15.09842 31.31649 -14.79945  C63 1.091
73 C -16.42192 27.92954 -5.83010  C74 1.533, H78 1.094, H79 1.092, H80 1.089
74 C -15.40173 27.41275 -6.85148  C73 1.533, C75 1.502, H81 1.094, H82 1.096
75 C -15.93888 26.80149 -8.11357  C74 1.502, C76 1.479, H83 1.093, H84 1.093
76 C -16.58908 25.47740 -8.00972  C75 1.479, N77 1.134
77 N -17.18326 24.51177 -7.99447  C76 1.134
78 H -17.07992 27.09333 -5.57724  C73 1.094
79 H -16.99006 28.78920 -6.19286  C73 1.092
80 H -15.93128 28.23638 -4.90752  C73 1.089
81 H -14.74901 26.75866 -6.26599  C74 1.094
82 H -14.72574 28.22697 -7.13574  C74 1.096
83 H -15.20160 26.60239 -8.89548  C75 1.093
84 H -16.75872 27.40301 -8.51554  C75 1.093
85 C -9.02540 34.30665 -7.76780  C86 1.528, H90 1.093, H91 1.090, H92 1.087
86 C -9.35239 33.56934 -9.06584  C85 1.528, C87 1.523, H93 1.094, H94 1.096
87 C -10.19973 32.31506 -8.89803  C86 1.523, C88 1.468, H95 1.090, H96 1.084
88 C -9.43257 31.26134 -8.22307  C87 1.468, N89 1.146
89 N -8.83020 30.44569 -7.68951  C88 1.146
90 H -8.32411 33.64151 -7.25828  C85 1.093
91 H -9.89052 34.49941 -7.13414  C85 1.090
92 H -8.55338 35.26717 -7.96073  C85 1.087
93 H -8.41724 33.31699 -9.57360  C86 1.094
94 H -9.80265 34.25765 -9.79027  C86 1.096
95 H -10.36963 31.94412 -9.90834  C87 1.090
96 H -11.09672 32.45005 -8.30447  C87 1.084
97 C -8.58796 27.00080 -7.97932  C98 1.529, H102 1.097, H103 1.086, H104 1.091
98 C -9.75832 27.45451 -8.85214  C97 1.529, C99 1.529, H105 1.094, H106 1.090
99 C -11.04005 26.73584 -8.43046  C98 1.529, C100 1.462, H107 1.093, H108 1.101
100 C -11.54995 27.25352 -7.16229  C99 1.462, N101 1.155
101 N -11.88029 27.77783 -6.18727  C100 1.155
102 H -7.71255 27.61421 -8.22675  C97 1.097
103 H -8.34417 25.95488 -8.14096  C97 1.086
104 H -8.73047 27.26933 -6.93118  C97 1.091
105 H -9.58127 27.21454 -9.90488  C98 1.094
106 H -9.85670 28.54037 -8.84908  C98 1.090
107 H -10.97707 25.64517 -8.41725  C99 1.093
108 H -11.83486 26.86375 -9.18225  C99 1.101
109 C -10.26589 34.28134 -13.53002  C110 1.522, H114 1.094, H115 1.088, H116 1.094
110 C -9.63910 33.04611 -12.89947  C109 1.522, C111 1.528, H117 1.096, H118 1.094
111 C -8.82095 32.19341 -13.86886  C110 1.528, C112 1.463, H119 1.088, H120 1.097
112 C -7.60072 32.90927 -14.24183  C111 1.463, N113 1.143
113 N -6.63285 33.46897 -14.47914  C112 1.143
114 H -10.86977 34.82992 -12.80091  C109 1.094
115 H -10.85105 34.02750 -14.41129  C109 1.088
116 H -9.48476 35.01084 -13.76236  C109 1.094
117 H -10.38789 32.38669 -12.44664  C110 1.096
118 H -9.01798 33.37753 -12.06215  C110 1.094
119 H -9.38021 31.77173 -14.70151  C111 1.088
120 H -8.44076 31.32695 -13.31412  C111 1.097
121 C -14.33666 28.61764 -17.24835  C122 1.524, H126 1.094, H127 1.095, H128 1.087
122 C -15.35651 29.63106 -17.75382  C121 1.524, C123 1.544, H129 1.093, H130 1.093
123 C -16.81266 29.12227 -17.68876  C122 1.544, C124 1.460, H131 1.089, H132 1.091
124 C -17.04124 27.96614 -18.55133  C123 1.460, N125 1.143
125 N -17.25239 27.06988 -19.22784  C124 1.143
126 H -14.53433 28.39750 -16.19535  C121 1.094
127 H -13.34277 29.07159 -17.18486  C121 1.095
128 H -14.29410 27.76808 -17.92507  C121 1.087
129 H -15.10897 29.96336 -18.76508  C122 1.093
130 H -15.34584 30.54582 -17.15659  C122 1.093
131 H -17.46554 29.94497 -17.97814  C123 1.089
132 H -17.01637 28.85121 -16.65225  C123 1.091
133 C -12.08928 30.23876 -11.55641  C134 1.509, H138 1.094, H139 1.093, H140 1.091
134 C -12.77741 28.98151 -11.08474  C133 1.509, C135 1.527, H141 1.092, H142 1.100
135 C -14.30457 28.95439 -11.08029  C134 1.527, C136 1.451, H143 1.093, H144 1.085
136 C -14.86951 29.00796 -12.41540  C135 1.451, N137 1.143
137 N -15.27626 28.92960 -13.48083  C136 1.143
138 H -12.26762 31.07944 -10.87929  C133 1.094
139 H -12.44358 30.55094 -12.54233  C133 1.093
140 H -11.01039 30.07803 -11.58931  C133 1.091
141 H -12.39833 28.54289 -10.15928  C134 1.092
142 H -12.55853 28.16063 -11.78358  C134 1.100
143 H -14.67766 29.83859 -10.55803  C135 1.093
144 H -14.68782 28.10208 -10.52912  C135 1.085
145 C -13.46818 23.48801 -9.59000  C146 1.521, H150 1.090, H151 1.095, H152 1.092
146 C -14.35060 22.90878 -10.68566  C145 1.521, C147 1.549, H153 1.086, H154 1.095
147 C -15.26982 23.98503 -11.31609  C146 1.549, C148 1.451, H155 1.093, H156 1.089
148 C -14.55711 25.19422 -11.68336  C147 1.451, N149 1.140
149 N -13.86786 26.05998 -11.95519  C148 1.140
150 H -14.03331 24.02584 -8.82948  C145 1.090
151 H -12.71984 24.11171 -10.09027  C145 1.095
152 H -12.83848 22.73826 -9.10544  C145 1.092
153 H -14.95578 22.05764 -10.38721  C146 1.086
154 H -13.71373 22.61884 -11.52738  C146 1.095
155 H -16.02461 24.21634 -10.56088  C147 1.093
156 H -15.78188 23.56587 -12.18140  C147 1.089

Summary:
spin multiplicity: 1
HOMO-LUMO gap: 10.96 eV
DFT total energy: -2747.69233 Eh
energy above the lowest of the compared OMol25 structures with the same formula, charge and spin: 2.044 eV


No. 2
3 unconnected molecules or ions with the total composition C14H36O3P, computed with ωB97M-V with the def2-TZVPD basis set.

Bonds (Å) are listed after each position.
Geometry (Å):
1 C 0.32976 3.63759 0.51968  O2 1.417, H11 1.098, H12 1.103, H13 1.099
2 O -0.42921 3.46791 -0.66468  C1 1.417, C3 1.422
3 C -0.21542 2.16489 -1.19192  O2 1.422, C4 1.539, H14 1.109, H15 1.101
4 C -0.32058 2.15119 -2.72743  C3 1.539, C5 1.556, H16 1.103, H17 1.097
5 C -0.66713 0.76383 -3.34004  C4 1.556, C6 1.558, H18 1.097, H19 1.101
6 C -0.26486 -0.46415 -2.46903  C5 1.558, C7 1.574, H20 1.096, H21 1.094
7 C 0.29963 -1.57251 -3.43411  C6 1.574, C8 1.552, H22 1.098, H23 1.097
8 C 1.15450 -2.62770 -2.68216  C7 1.552, C9 1.553, H24 1.107, H25 1.097
9 C 2.42259 -2.03703 -2.00866  C8 1.553, P10 1.851, H26 1.099, H27 1.105
10 P 3.73335 -3.30244 -1.68204  C9 1.851, H28 1.421, H29 1.412, H30 1.414
11 H -0.25422 4.25910 1.21166  C1 1.098
12 H 0.51952 2.68747 1.04607  C1 1.103
13 H 1.29788 4.13037 0.35378  C1 1.099
14 H 0.83200 1.90378 -0.93824  C3 1.109
15 H -0.84625 1.41393 -0.69058  C3 1.101
16 H -1.14742 2.83168 -2.99036  C4 1.103
17 H 0.56804 2.61292 -3.17612  C4 1.097
18 H -1.73480 0.71234 -3.58858  C5 1.097
19 H -0.14570 0.70459 -4.30761  C5 1.101
20 H 0.53461 -0.25858 -1.74755  C6 1.096
21 H -1.16808 -0.89214 -2.02356  C6 1.094
22 H 0.90934 -1.14256 -4.23942  C7 1.098
23 H -0.57131 -2.10116 -3.83955  C7 1.097
24 H 1.49587 -3.34828 -3.44977  C8 1.107
25 H 0.50744 -3.19549 -2.00261  C8 1.097
26 H 2.80485 -1.16282 -2.55377  C9 1.099
27 H 2.14301 -1.65478 -1.01078  C9 1.105
28 H 4.79873 -2.66453 -0.99118  P10 1.421
29 H 3.21538 -4.31607 -0.84681  P10 1.412
30 H 4.26577 -3.79559 -2.89514  P10 1.414
31 C -3.30756 -2.81885 -0.05859  C32 1.521, H35 1.094, H36 1.092, H37 1.090
32 C -3.08700 -4.18016 -0.69930  C31 1.521, C33 1.520, O34 1.433, H38 1.091
33 C -3.32964 -5.30529 0.29337  C32 1.520, H39 1.094, H40 1.091, H41 1.091
34 O -1.75022 -4.26515 -1.20783  C32 1.433, H42 0.961
35 H -2.61366 -2.66574 0.77364  C31 1.094
36 H -3.12382 -2.02064 -0.78028  C31 1.092
37 H -4.32623 -2.71915 0.31755  C31 1.090
38 H -3.75529 -4.29509 -1.55349  C32 1.091
39 H -2.63642 -5.23337 1.13681  C33 1.094
40 H -3.16137 -6.27466 -0.17766  C33 1.091
41 H -4.34908 -5.27828 0.67978  C33 1.091
42 H -1.15131 -4.16775 -0.46254  O34 0.961
43 C 0.50387 5.36529 4.77405  C44 1.521, H47 1.093, H48 1.091, H49 1.091
44 C 0.90550 3.91744 4.53956  C43 1.521, C45 1.521, O46 1.429, H50 1.092
45 C 1.17205 3.19745 5.85245  C44 1.521, H51 1.093, H52 1.091, H53 1.091
46 O 2.07194 3.86751 3.71561  C44 1.429, H54 0.961
47 H 1.30475 5.91130 5.28012  C43 1.093
48 H 0.32235 5.87127 3.82446  C43 1.091
49 H -0.39935 5.43206 5.38266  C43 1.091
50 H 0.11301 3.40169 3.99354  C44 1.092
51 H 1.99468 3.67285 6.39371  C45 1.093
52 H 1.46553 2.16241 5.66922  C45 1.091
53 H 0.28828 3.20099 6.49250  C45 1.091
54 H 2.78170 4.31811 4.18120  O46 0.961

Summary:
charge: +1
spin multiplicity: 1
HOMO-LUMO gap: 8.00 eV
DFT total energy: -1121.75427 Eh


no.,HOMO (eV)
1,-10.91
2,-11.60